The following is a DFT calculation (wB97M-V/def2-TZVPD) of a molecular structure, C24H23GaN6O4.

Positions of all 58 atoms, in Å:
H (3.436, 0.059, 0.502)
H (1.546, -0.595, -0.700)
C (-0.394, 1.429, -2.666)
C (-0.822, 2.795, -2.791)
H (-1.456, -1.391, -2.351)
H (4.469, 1.482, 0.526)
H (-1.105, 3.406, 1.280)
H (0.157, 1.082, -3.530)
H (-4.565, -5.462, 0.261)
H (0.059, -3.709, -0.108)
C (-3.979, -4.564, 0.379)
H (3.744, -2.025, 3.538)
N (-1.337, 0.626, -0.538)
H (-2.373, -5.240, -0.873)
C (-4.447, -3.512, 1.160)
H (1.805, -1.233, 4.896)
C (-0.695, 0.487, -1.750)
H (-5.409, -3.564, 1.644)
C (-0.638, -3.121, -0.717)
C (-3.653, -2.391, 1.300)
N (-2.454, -2.298, 0.706)
O (-1.537, 3.796, -0.632)
C (2.799, -1.804, 3.067)
C (0.529, -1.090, 3.191)
H (-0.649, -3.558, -1.724)
C (2.496, 1.876, -0.113)
H (-1.686, 4.651, -2.394)
N (1.255, 1.645, 0.289)
C (2.647, -1.950, 1.695)
O (1.916, 5.290, -2.174)
C (1.238, 5.056, -1.214)
C (-1.355, 3.712, -1.965)
N (-0.180, -1.726, -0.734)
C (-0.494, -1.009, -1.989)
C (3.673, 0.978, -0.021)
H (-0.747, 3.148, -3.810)
C (1.722, -1.363, 3.828)
C (1.232, -1.597, -0.381)
H (3.414, 3.531, -1.072)
H (-3.958, -1.537, 1.898)
N (2.604, 3.106, -0.641)
C (-2.750, -4.442, -0.253)
H (-0.358, -0.755, 3.722)
H (3.466, -2.297, 1.084)
C (-2.003, -3.284, -0.081)
Ga (-1.252, -0.681, 0.876)
C (1.431, -1.625, 1.111)
N (0.403, -1.218, 1.864)
O (-1.755, 1.074, 1.547)
O (0.356, 5.920, -0.731)
C (-1.428, 1.542, 0.382)
C (0.560, 2.796, 0.036)
H (-0.119, 5.663, 0.071)
H (0.269, -1.188, -2.752)
C (1.391, 3.731, -0.544)
H (1.856, -2.345, -0.883)
H (4.051, 0.750, -1.017)
C (-0.919, 2.945, 0.297)

Computed properties:
frontier orbital gap: 7.37 eV
HOMO: -13.46 eV
charge: +2

***

The following is a DFT calculation (wB97M-V/def2-TZVPD) of a molecular structure, C24H23GeN2O2Y.

Positions of all 53 atoms, in Å:
C (-3.778, -0.146, -0.595)
H (-1.731, -0.359, 2.114)
C (-2.642, -0.356, 1.522)
H (0.099, 1.972, -3.072)
H (-5.961, -0.881, 1.883)
H (-5.897, -0.442, -0.549)
C (-4.984, -0.420, 0.030)
C (-0.909, 0.108, -2.678)
H (-3.759, 0.042, -1.663)
H (3.266, -1.272, -1.621)
H (3.442, -3.106, 2.312)
Ge (-0.922, 0.268, -0.744)
H (0.080, 1.683, -5.512)
C (1.903, -2.717, -0.606)
C (0.237, 1.691, 0.016)
H (-3.871, -0.835, 3.205)
H (1.756, 1.626, 2.697)
C (-5.020, -0.663, 1.397)
O (0.654, -1.642, 5.028)
H (3.134, 0.750, 2.879)
H (0.228, 4.335, 2.150)
C (-0.922, -0.213, -5.441)
C (-1.475, -1.031, -3.250)
H (1.973, 0.505, 4.902)
C (3.721, -1.862, 0.494)
C (2.993, -1.801, -0.718)
C (0.603, 3.624, 1.426)
C (1.547, 1.832, -0.467)
H (1.904, 1.183, -1.267)
C (1.985, -3.334, 0.659)
H (1.296, -4.076, 1.030)
C (-0.214, 2.590, 0.987)
Y (1.411, -0.777, 0.928)
C (-2.598, -0.108, 0.149)
H (-0.931, -0.337, -6.515)
H (-1.915, -1.798, -2.621)
C (-1.483, -1.187, -4.626)
C (3.102, -2.814, 1.332)
H (3.374, 2.952, -0.409)
C (-3.848, -0.633, 2.143)
H (1.199, -2.931, -1.398)
C (-0.341, 1.078, -3.501)
H (-1.927, -2.071, -5.064)
O (0.709, -1.479, 2.787)
N (1.591, 0.171, 4.032)
C (0.947, -1.085, 4.003)
H (-1.224, 2.505, 1.369)
C (1.898, 3.756, 0.934)
C (2.376, 2.848, -0.006)
C (-0.352, 0.921, -4.878)
H (4.631, -1.313, 0.689)
N (2.118, 0.686, 2.825)
H (2.527, 4.566, 1.278)

Computed properties:
2S+1: 2
energy above the lowest of the compared OMol25 structures with the same formula, charge and spin: 0.0 kcal/mol
frontier orbital gap (spin up / spin down): 7.53 / 6.75 eV
HOMO (spin up / spin down): -10.90 / -11.87 eV
charge: +1

***

no.,total energy (eV)
1,-94755.7329
2,-89890.7991